(1)
{"formula": "C4H7IN", "method": "ωB97M-V/def2-TZVPD", "elements": ["C", "C", "C", "C", "N", "I", "H", "H", "H", "H", "H", "H", "H"], "coordinates": [[1.1779, -1.6663, -0.5316], [0.3978, -0.5802, -0.5752], [-0.4069, 1.4235, 0.6950], [-1.7012, 0.8441, 0.3193], [-0.4174, -0.0024, 0.5342], [-3.3114, 0.4122, 1.5402], [1.6723, -2.0360, -1.4962], [1.2867, -2.2190, 0.2976], [0.1273, -0.0159, -1.5124], [0.2745, 1.9938, -0.0708], [-0.3541, 1.6712, 1.7838], [-2.0135, 0.9210, -0.7945], [-0.5405, -0.4675, 1.4264]], "e_homo_ev": -14.214, "e_tot_ev": -13842.6351, "charge": 1, "gap_ha": 0.3808, "e_above_lowest_kcal_mol": 60.44}



(2)
{"formula": "C4H7IN2", "method": "ωB97M-V/def2-TZVPD", "elements": ["C", "C", "C", "C", "N", "N", "I", "H", "H", "H", "H", "H", "H", "H"], "coordinates": [[-0.4503, -0.5831, 0.3857], [0.7721, 0.4347, 0.1466], [-1.6907, -2.5171, -0.0363], [1.4015, 2.5990, -0.1286], [-0.4484, -1.7667, 0.0343], [0.4617, 1.6519, 0.3340], [2.4329, -0.4484, -0.7476], [-1.0979, 0.0060, 0.9656], [-2.3809, -2.3224, 0.8765], [-1.5850, -3.5773, -0.3611], [-2.3363, -1.9459, -0.7470], [1.0139, 3.0456, -1.0038], [2.3199, 2.0470, -0.3173], [1.5877, 3.3768, 0.5989]], "e_homo_ev": -9.440, "e_tot_ev": -15340.2101, "charge": 0, "gap_ha": 0.3662, "e_above_lowest_kcal_mol": 44.15}



(3)
{"formula": "C4H7IN2", "method": "ωB97M-V/def2-TZVPD", "elements": ["C", "C", "C", "C", "N", "N", "I", "H", "H", "H", "H", "H", "H", "H"], "coordinates": [[0.1491, 1.5826, -0.3299], [-1.1264, -0.8627, 0.1298], [1.3567, -0.7074, -0.0471], [0.1188, -0.0526, -0.5162], [0.1600, 2.0010, 0.8275], [-0.9461, -1.8960, 0.7546], [-3.0784, 0.1531, -0.1536], [0.2240, 2.2157, -1.2274], [2.1056, -0.5833, -0.8091], [1.6761, -0.2296, 0.9158], [1.1614, -1.8653, 0.0230], [-0.0532, -0.2286, -1.5958], [-0.1001, 3.0019, 0.8990], [-1.6473, -2.5287, 1.1295]], "e_homo_ev": -9.469, "e_tot_ev": -15340.5494, "charge": 0, "gap_ha": 0.3631, "e_above_lowest_kcal_mol": 36.33}



(4)
{"formula": "C4H7IN2", "method": "ωB97M-V/def2-TZVPD", "elements": ["C", "C", "C", "C", "N", "N", "I", "H", "H", "H", "H", "H", "H", "H"], "coordinates": [[1.5151, -1.1654, -1.5797], [-1.7476, 0.8109, -1.0743], [2.3508, -2.4237, 0.4301], [-1.5037, 2.4929, 0.6397], [2.1025, -1.6424, -0.7025], [-1.4990, 1.9754, -0.7110], [-2.4471, -0.8734, 0.0555], [-1.5652, 0.6058, -2.1152], [3.1619, -1.8119, 0.9646], [2.7533, -3.4749, 0.1374], [1.4663, -2.4399, 1.0744], [-0.9162, 1.8178, 1.3744], [-2.5762, 2.4836, 0.9136], [-1.0947, 3.6451, 0.5928]], "e_homo_ev": -9.392, "e_tot_ev": -15339.5186, "charge": 0, "gap_ha": 0.3610, "e_above_lowest_kcal_mol": 60.10}



(5)
{"formula": "C4H7IN2", "method": "ωB97M-V/def2-TZVPD", "elements": ["C", "C", "C", "C", "N", "N", "I", "H", "H", "H", "H", "H", "H", "H"], "coordinates": [[-1.9774, -2.4851, -0.6092], [-1.8245, -1.1567, -0.4734], [-0.6153, -0.3920, -0.5525], [1.7811, 2.2528, 0.9776], [-0.4407, 0.6155, 0.0751], [1.3747, 1.4527, -0.1582], [2.6668, -0.0878, -0.3333], [-2.8697, -2.9690, -0.4968], [-1.1257, -3.1337, -1.0270], [-2.7246, -0.6796, 0.0559], [0.0466, -0.8205, -1.4068], [1.9216, 1.6787, 1.9580], [2.7463, 2.6816, 0.8236], [1.0409, 3.0432, 1.1668]], "e_homo_ev": [-8.552, -8.650], "e_tot_ev": -15337.0111, "charge": 0, "gap_ha": [0.2996, 0.3045], "e_above_lowest_kcal_mol": 117.93}



(6)
{"formula": "C4H7LaLiO2", "method": "ωB97M-V/def2-TZVPD", "elements": ["O", "C", "C", "Li", "La", "H", "H", "H", "C", "C", "O", "H", "H", "H", "H"], "coordinates": [[1.3323, -0.2211, 1.1148], [1.1792, -0.1296, -0.3562], [1.3343, 1.3028, -0.6153], [2.9533, -1.4117, -0.6542], [-0.3346, -1.4088, 2.5371], [0.1972, -0.4605, -0.7379], [2.3871, 1.6192, -0.5643], [0.9360, 1.6230, -1.5839], [1.0103, 1.3162, 1.9930], [0.2048, 1.9156, 0.9235], [0.2620, 1.3331, 3.1752], [2.0215, 1.3835, 2.4155], [-0.8865, 1.9076, 1.0311], [0.2463, 2.9681, 0.6468], [0.7537, 1.6483, 3.9419]], "e_homo_ev": [-20.959, -18.515], "e_tot_ev": -9384.9061, "charge": 3, "gap_ha": [0.3181, 0.1683], "e_above_lowest_kcal_mol": 0.00}



(7)
{"formula": "C4H7MgO2", "method": "ωB97M-V/def2-TZVPD", "elements": ["O", "C", "C", "C", "C", "O", "Mg", "H", "H", "H", "H", "H", "H", "H"], "coordinates": [[1.2188, -0.9299, -2.1339], [-0.0613, -0.9650, -1.6593], [-0.4807, 0.3550, -0.9774], [0.4595, 0.7164, 0.1777], [-0.0391, 0.3203, 1.5063], [0.5811, 0.4831, 2.5535], [0.1020, -0.2373, 4.5927], [1.4227, 0.1841, 0.0563], [-0.2228, -1.7803, -0.9031], [-0.8238, -1.1473, -2.4603], [-1.5366, 0.3044, -0.6621], [-0.4274, 1.1591, -1.7287], [0.8011, 1.7842, 0.1056], [-0.9935, -0.2466, 1.5327]], "e_homo_ev": [-2.947, -2.947], "e_tot_ev": -13799.9688, "charge": -1, "gap_ha": [0.2116, 0.2112]}



(8)
{"formula": "C4H7N", "method": "ωB97M-V/def2-TZVPD", "elements": ["C", "C", "C", "C", "H", "H", "H", "H", "H", "H", "H", "N"], "coordinates": [[-1.7557, 0.2993, -0.1282], [-0.9058, -0.6853, 0.1033], [0.5093, -0.4558, 0.5560], [1.2730, 0.7151, 0.0857], [-1.4385, 1.3330, 0.0136], [-2.7482, 0.1066, -0.4562], [-1.2006, -1.7270, -0.0797], [0.7202, -0.8692, 1.5219], [0.7422, 1.4489, -0.5168], [2.0113, 1.1739, 0.7041], [1.1818, -0.7113, -1.3672], [1.6109, -0.6283, -0.4365]], "e_homo_ev": -9.625, "e_tot_ev": -5749.6544, "charge": 0, "gap_ha": 0.3979, "e_above_lowest_kcal_mol": 40.64}



(9)
{"formula": "C4H7N", "method": "ωB97M-V/def2-TZVPD", "elements": ["N", "C", "C", "C", "C", "H", "H", "H", "H", "H", "H", "H"], "coordinates": [[0.1725, 1.2402, -2.0999], [0.4019, 0.4924, -0.8538], [-0.7144, 0.4466, 0.1468], [-0.6604, -0.5170, 1.1243], [0.3469, -1.4640, 1.3018], [0.2028, 2.2564, -2.0571], [0.7100, -0.5110, -1.0029], [1.1866, 1.2588, -1.0111], [-1.5380, 1.0446, -0.0670], [-1.5407, -0.6019, 1.8127], [0.1721, -2.1964, 2.0029], [1.2608, -1.4487, 0.7033]], "e_homo_ev": -7.277, "e_tot_ev": -5745.1815, "charge": 0, "gap_ha": 0.2112, "e_above_lowest_kcal_mol": 143.79}



(10)
{"formula": "C4H7N", "method": "ωB97M-V/def2-TZVPD", "elements": ["C", "C", "C", "C", "H", "H", "H", "H", "H", "H", "H", "N"], "coordinates": [[1.9768, -0.0649, 0.0709], [-0.4265, 0.4462, -0.1096], [-1.8367, 0.0328, -0.1138], [-2.9976, -0.2011, 0.0464], [2.6701, -0.8910, 0.3301], [1.8631, 0.6040, 1.0597], [2.2987, 0.4828, -0.8476], [0.4777, -1.2653, -0.7676], [-0.4814, 1.0762, 0.7906], [-0.1352, 1.2152, -0.8479], [-3.9502, -0.8288, 0.3985], [0.5412, -0.6060, -0.0097]], "e_homo_ev": -9.062, "e_tot_ev": -5748.2699, "charge": 0, "gap_ha": 0.3716, "e_above_lowest_kcal_mol": 72.57}



(11)
{"formula": "C4H7N", "method": "ωB97M-V/def2-TZVPD", "elements": ["C", "C", "C", "C", "N", "H", "H", "H", "H", "H", "H", "H"], "coordinates": [[2.5403, -0.1516, 0.0124], [-0.6212, 1.4156, 0.1149], [-1.3934, 0.2839, 0.0424], [-0.8359, -1.1318, 0.0025], [2.0746, 0.6159, -0.6685], [3.0572, -0.8205, 0.6870], [0.4474, 1.3233, 0.1622], [-0.8722, 2.4135, -0.0590], [-2.3888, 0.2957, -0.3068], [-0.8514, -1.5403, 0.9747], [0.1445, -0.8910, -0.2962], [-1.3011, -1.8127, -0.6657]], "e_homo_ev": [-5.106, -10.926], "e_tot_ev": -5745.1554, "charge": 0, "gap_ha": [0.2238, 0.3507], "spin_multiplicity": 3, "e_above_lowest_kcal_mol": 46.33}



(12)
{"formula": "C4H7N2", "method": "ωB97M-V/def2-TZVPD", "elements": ["C", "C", "C", "N", "C", "N", "H", "H", "H", "H", "H", "H", "H"], "coordinates": [[1.6847, -1.1651, 0.1354], [0.7761, 0.0535, -0.0388], [-0.5697, -0.3724, -0.6503], [-1.7442, -0.0993, -0.2568], [-2.0665, 0.5773, 0.8991], [1.6172, 1.1103, -0.1475], [1.4200, -2.2240, 0.1399], [1.4384, -0.8186, -0.9373], [2.7413, -0.8930, 0.2503], [-0.4215, -1.0040, -1.5575], [-1.3160, 0.8339, 1.6677], [-3.0737, 0.4396, 1.1911], [1.1524, 2.0294, 0.0035]], "e_homo_ev": -13.607, "e_tot_ev": -7227.2874, "charge": 1, "gap_ha": 0.1839, "e_above_lowest_kcal_mol": 194.88}